Below is C17H31IrN8O2 as an isolated structure, with properties calculated with the ωB97M-V functional and the def2-TZVPD basis.

Geometry as XYZ:
```
59
Properties=species:S:1:pos:R:3:forces:R:3
Ir -0.3533 -0.4163 0.5975 1.2894 -0.6265 -1.7584
C -2.0662 0.4824 -1.5446 0.4307 -0.1080 -0.8003
N -2.4683 -0.7396 -2.1844 0.7208 -0.1540 0.2818
C -3.8189 -0.7786 -2.7052 -0.8427 0.0605 -0.4248
C -1.6562 -1.8213 -2.1689 -0.6070 0.1142 -0.5475
N -0.6581 -1.8075 -1.2720 -0.2642 1.4119 2.4708
C 0.4735 -2.5478 -1.2997 1.7052 -0.7709 -1.7489
C 1.1904 -3.1968 -2.2958 -1.7261 1.5545 1.4316
C 2.4875 -3.6637 -2.2049 2.9720 -0.2724 1.5363
C 3.4834 -3.4155 -1.2159 -1.6359 -1.6214 -2.9661
C 3.4668 -2.5155 -0.1801 -2.2354 2.0096 2.1434
C 2.3234 -1.8145 0.2537 2.6373 -1.3634 -1.0237
N 2.0445 -0.6554 0.8654 -2.4898 0.5011 -0.2255
C 2.8785 0.2539 1.3618 1.4099 0.9513 0.3851
N 2.3640 1.3402 1.9819 0.0662 -1.5248 -0.7417
C 3.1918 2.4460 2.4114 0.4919 0.6996 0.4809
C 0.9451 1.5731 2.1047 -0.1417 0.6625 -0.4387
N 4.2659 0.1255 1.2818 -2.1547 -0.2421 0.0321
C 4.9486 0.2481 0.0227 0.4221 0.2269 -0.5721
C 5.0774 0.0033 2.4607 0.7496 0.1328 0.6215
N -1.8893 -2.8628 -3.0084 0.4242 0.9013 1.0183
C -1.7617 -4.2375 -2.5859 0.0325 -0.6211 0.1324
C -2.2397 -2.6869 -4.4025 -0.2955 0.0631 -0.7185
H -2.8593 1.2219 -1.6379 0.0434 -0.0322 0.2537
H -1.1545 0.8864 -1.9962 -0.0457 -0.0272 0.2537
H -1.8952 0.3352 -0.4293 -0.3040 0.0671 0.5669
H -4.4888 -0.2716 -2.0073 0.0889 -0.0748 -0.0167
H -4.1628 -1.8026 -2.8151 0.0510 -0.0055 0.0267
H -3.8906 -0.2692 -3.6716 0.0220 -0.1037 0.1257
H 0.6911 -3.3062 -3.2455 -0.1120 0.1457 -0.0996
H 2.8315 -4.2329 -3.0565 0.0101 -0.2105 0.0677
H 4.4250 -3.9169 -1.3857 0.0668 -0.0206 -0.0781
H 4.3918 -2.3270 0.3411 0.0970 0.4691 -0.1171
H 4.1239 2.4919 1.8560 -0.0797 -0.1146 -0.0662
H 3.4208 2.3708 3.4772 -0.0116 -0.0179 -0.0484
H 2.6582 3.3838 2.2536 -0.0229 -0.0691 -0.0791
H 0.3782 0.6209 2.1872 -0.3303 -0.5051 0.4270
H 0.5805 2.1837 1.2654 0.0526 -0.0655 0.1439
H 0.7480 2.1306 3.0249 -0.2339 -0.3153 -0.0348
H 4.2790 0.0630 -0.8143 -0.0027 -0.0753 -0.0759
H 5.7914 -0.4453 -0.0137 -0.1176 -0.0866 -0.0892
H 5.3688 1.2551 -0.0946 -0.0878 -0.0685 -0.0102
H 4.4710 0.0008 3.3634 0.0008 0.0070 0.0225
H 5.8180 0.8078 2.5211 -0.1479 0.0479 0.0914
H 5.6477 -0.9310 2.4191 -0.1355 0.0050 0.0611
H -1.5738 -4.3087 -1.5185 -0.0130 0.0036 0.0411
H -0.9688 -4.7572 -3.1266 0.0562 0.0215 0.0304
H -2.6945 -4.7618 -2.8091 0.0205 0.0757 0.0544
H -2.0985 -1.6574 -4.7168 0.0135 0.0408 0.0016
H -3.2648 -2.9952 -4.6176 -0.0059 0.0415 0.1094
H -1.5875 -3.3271 -5.0022 0.0361 0.1114 0.0392
N -0.8292 -2.3883 1.9814 -0.0939 0.4531 -0.0910
N -0.1279 -3.5882 1.7043 -0.4201 0.0941 0.3862
C 0.8555 -3.7689 0.8173 0.4129 -0.8863 -0.0118
O 1.5144 -4.7055 0.5620 -0.5757 0.6437 0.3180
O 1.0440 -2.4742 0.0279 0.3939 -1.4632 -0.3802
H -0.6943 -2.1490 2.9685 0.1187 -0.1033 -0.2308
H -1.8334 -2.5555 1.8630 0.2944 -0.1178 -0.0581
H -0.3278 -4.4023 2.2854 0.0026 0.1514 -0.1013
```
Positions in Å, forces in eV/Å.

Output
* ΔE to the lowest compared entry with this formula, charge and spin: 155.5 kcal/mol
* charge: +3
* multiplicity: 2
* strongest force on any atom: 3.8 eV/Å

Atom charges from the Löwdin analysis, given in e for atoms 1 to 2: number 1, Ir, carries 1.1284; number 2, C, carries -0.0276

---

Below is C23H41Br2FInN2O7 as an isolated structure, with properties calculated with the ωB97M-V functional and the def2-TZVPD basis.

Geometry as XYZ:
```
77
Properties=species:S:1:pos:R:3:forces:R:3
C -2.6840 3.2240 -2.8591 -0.7794 -1.0057 0.4428
C -1.9776 2.2443 -1.8065 3.3840 1.2865 -1.5665
Br -3.1100 1.1322 -0.6324 0.8221 0.8317 -0.9747
C -0.5644 2.1438 -1.7341 -3.5529 0.0051 0.2808
Br 0.4546 3.2967 -3.0252 -0.6787 -0.5355 0.6356
In 0.6287 0.8380 -0.3231 -0.3714 -1.3127 0.0204
C -0.2419 0.8217 1.7608 -0.7254 0.3400 1.2083
C 0.3460 1.9782 2.7399 -0.6282 -0.7556 0.8529
C 0.7592 1.2547 4.1160 -2.1335 -0.5051 1.9233
N 2.1872 1.0645 4.4644 -0.8070 0.0516 -0.8417
O -0.0904 0.8172 4.9490 2.8181 1.7654 -3.2827
C 0.7064 -1.3595 -0.9797 1.3274 0.1138 0.6378
C 1.4077 -2.1464 0.2487 -0.9735 -0.4651 0.3285
C 0.9149 -3.6774 0.3957 -0.3894 0.3300 0.0798
O 2.8661 -2.1540 0.1601 -0.6148 0.5280 0.9049
C 2.7929 1.5569 -0.4084 1.3403 1.2530 4.3326
O 3.3652 1.8467 0.6880 -1.7052 -1.0529 -4.2049
N 3.6019 1.7539 -1.6579 0.5263 -2.0427 -2.7208
C 3.9924 0.5126 -2.2912 2.0874 -2.3120 2.4517
O 4.5898 -0.3866 -1.6717 -2.4140 3.2985 -2.5129
F 3.7690 0.2531 -3.6974 0.0055 1.5639 2.5203
H -2.5177 2.8480 -3.9390 -0.2312 0.4934 1.7641
H -3.8173 3.2081 -2.6336 1.8184 0.2717 -0.4867
H -2.2523 4.2767 -2.7958 -0.6426 -1.4493 0.0951
H -1.3805 1.0023 1.7126 1.7869 -0.4187 -0.0446
H -0.1305 -0.1886 2.3116 -0.1130 1.4253 -1.1036
H 1.1907 2.5681 2.2612 -1.0365 -0.9080 0.9789
H -0.5242 2.6836 3.0197 1.5219 -0.9808 -0.4522
H 2.5979 2.0014 4.6014 -0.1173 -0.6388 -0.4340
H 2.6397 0.6130 3.6458 -0.1554 0.8033 0.5446
H -0.3311 -1.7667 -1.2133 1.4834 0.3589 0.2386
H 1.4204 -1.4275 -1.8690 -1.3307 -0.0913 1.2028
H 1.1483 -1.6216 1.2351 0.2280 -0.6943 -1.3037
H 0.2169 -3.9251 -0.4796 1.0368 0.1323 1.3104
H 1.8112 -4.3997 0.4269 -1.3432 1.1530 -0.1200
H 0.3268 -3.7718 1.3827 0.7968 -0.0724 -1.5261
H 3.1849 -2.0065 1.0836 -0.2830 -0.1567 -1.3211
H 3.1766 2.4248 -2.3128 -0.1350 -0.6147 0.3998
C 1.4147 -5.2521 -4.3854 -0.0944 -0.1216 -0.4537
C 2.6534 -5.1811 -3.5204 0.1628 -0.2674 0.2935
C 2.6963 -3.7111 -3.1517 0.1756 0.3760 0.0650
O 1.3376 -3.2524 -3.1191 0.0441 -0.7507 -0.5315
C 0.4980 -4.2547 -3.7041 -0.0960 0.2482 0.3143
H 0.9817 -6.2523 -4.4525 -0.0112 0.0576 0.0016
H 1.6498 -4.9119 -5.3997 -0.0407 -0.0355 0.0450
H 2.5123 -5.7883 -2.6200 0.0393 0.0362 -0.0440
H 3.5611 -5.5213 -4.0226 -0.0365 0.0476 0.0337
H 3.2297 -3.1263 -3.9088 0.0921 -0.0272 0.0351
H 3.1664 -3.5350 -2.1812 -0.1252 0.1506 -0.0384
H -0.0721 -4.7276 -2.8962 -0.0839 -0.0614 -0.0555
H -0.2041 -3.7867 -4.3983 0.0257 0.0728 0.0821
C -5.2968 -2.6722 1.2413 -0.0705 0.4099 0.2123
C -5.7072 -3.2418 -0.0988 -0.3173 -0.3125 -0.1383
C -4.3915 -3.2517 -0.8521 0.3445 0.1883 -0.1715
O -3.3574 -3.4417 0.1217 -0.3938 0.0281 0.0629
C -3.9179 -3.2735 1.4300 0.3015 -0.2128 0.0511
H -5.9838 -2.9188 2.0529 0.0642 0.0084 -0.0311
H -5.2231 -1.5817 1.1743 -0.0015 -0.0737 0.0431
H -6.0723 -4.2664 0.0296 -0.0064 0.0578 -0.0345
H -6.4834 -2.6638 -0.6037 0.0699 -0.0268 0.0062
H -4.2111 -2.2928 -1.3498 -0.0621 -0.0176 -0.0660
H -4.3421 -4.0469 -1.6000 0.1050 0.0185 0.0596
H -3.9769 -4.2621 1.8991 -0.0318 0.0277 0.1009
H -3.2623 -2.6409 2.0322 0.0555 -0.0580 -0.1132
C 0.5826 7.1356 2.1817 -0.2620 0.1725 -0.3501
C 0.3814 6.9895 3.6735 0.1573 0.2230 0.3761
C 0.1926 5.4922 3.8205 -0.1247 -0.3586 -0.0665
O 0.9556 4.8734 2.7766 -0.0304 0.6856 0.0888
C 1.3680 5.8832 1.8459 0.3066 -0.2417 -0.0408
H 1.1008 8.0528 1.8956 -0.0135 -0.0719 -0.0008
H -0.3868 7.1167 1.6727 0.0807 0.0181 0.0020
H 1.2865 7.3059 4.2028 -0.0738 -0.0102 0.0010
H -0.4603 7.5656 4.0626 0.0386 -0.0612 -0.0069
H -0.8563 5.2082 3.6827 -0.0344 0.0283 0.1027
H 0.5293 5.1202 4.7911 -0.0017 -0.0824 -0.0928
H 2.4438 6.0419 1.9787 0.0054 0.0525 -0.0960
H 1.1905 5.5369 0.8253 0.0210 -0.1098 0.0967
```
Positions in Å, forces in eV/Å.

Output
* calculated total energy: -6975.045735 Eh
* charge: -1
* multiplicity: 1
* strongest force on any atom: 4.8 eV/Å

Atom charges from the Löwdin analysis, given in e for atoms 1 to 2: number 1, C, carries -0.2095; number 2, C, carries -0.8002